*1*
The following is a quantum chemistry calculation of one molecule with the formula C4H5NS, from the Open Molecules 2025 dataset.

Summary:
LUMO   0.68 eV
SMILES string   C#CCC(N)=S
Highest occupied orbital energy   -8.44 eV
Frontier orbital gap   9.120 eV

The geometry in ORCA input format:
```
! wB97M-V def2-TZVPD RIJCOSX def2/J DEFGRID3
* xyz 0 1
C -0.48747 0.13434 -0.01224
C 0.51484 -0.96578 0.11052
C 1.88697 -0.48325 -0.06689
C 2.96479 0.05881 -0.04446
H -0.72945 2.15034 0.08607
H 0.91733 1.69000 0.08624
H 0.36500 -1.58955 0.99930
H 0.28139 -1.65275 -0.71902
H 3.88403 0.55062 -0.07433
N -0.05577 1.40728 0.04551
S -2.10017 -0.21652 -0.03865
*
```

*2*
The following is a quantum chemistry calculation of one molecule with the formula C4H5NS, from the Open Molecules 2025 dataset.

Summary:
LUMO   0.46 eV
Highest occupied orbital energy   -8.67 eV
Frontier orbital gap   9.126 eV

The geometry in ORCA input format:
```
! wB97M-V def2-TZVPD RIJCOSX def2/J DEFGRID3
* xyz 0 1
C -0.23056 0.98307 1.01952
C -0.62042 -0.28510 0.85741
C 0.78931 1.36281 0.04736
C 0.00814 -0.98536 -0.26557
N 1.18898 0.52173 -0.79180
S -1.02802 -1.30213 -1.66241
H -0.59586 1.65329 1.77945
H -1.37482 -0.77284 1.45462
H 1.20030 2.36881 0.06259
H 0.71082 -1.78481 -0.06650
H -0.04786 -1.75949 -2.43466
*
```

*3*
The following is a quantum chemistry calculation of one molecule with the formula C4H5NS, from the Open Molecules 2025 dataset.

Summary:
LUMO (alpha / beta)   -0.56 / -0.41 eV
Highest occupied orbital energy (alpha / beta)   -7.75 / -7.72 eV
Frontier orbital gap (alpha / beta)   7.193 / 7.306 eV

The geometry in ORCA input format:
```
! wB97M-V def2-TZVPD RIJCOSX def2/J DEFGRID3
* xyz 0 1
C -0.82842 1.03400 1.20659
C 1.30680 0.00697 0.82743
C -0.58203 -0.26315 -0.83986
C -0.12370 0.15531 0.35424
N 1.40891 0.58428 2.12787
S 0.15781 1.47064 2.49553
H -1.78339 1.64701 0.96068
H 1.61837 -1.08015 0.75127
H 1.94687 0.65622 0.02670
H -1.48257 0.13631 -1.38269
H -0.16823 -1.02072 -1.46892
*
```

Taking the most stable structure as the zero point, the relative energies in hartree are *1* 0.0000; *2* 0.0267; *3* 0.0527.

*1*
The following is a quantum chemistry calculation of a 2-piece molecular cluster, H2NOP overall, from the Open Molecules 2025 dataset.

Summary:
LUMO   -1.49 eV
Highest occupied orbital energy   -10.05 eV
Frontier orbital gap   8.561 eV

The geometry in ORCA input format:
```
! wB97M-V def2-TZVPD RIJCOSX def2/J DEFGRID3
* xyz 0 1
N 0.60727 0.24864 0.20197
O 2.11649 1.43118 1.88442
P 1.58220 1.51514 0.50282
H 0.14326 -0.39012 0.88967
H -0.76292 0.89195 -0.53658
*
```

*2*
The following is a quantum chemistry calculation of one molecule with the formula H2NOP, from the Open Molecules 2025 dataset.

Summary:
LUMO   0.80 eV
Highest occupied orbital energy   -11.01 eV
Frontier orbital gap   11.805 eV

The geometry in ORCA input format:
```
! wB97M-V def2-TZVPD RIJCOSX def2/J DEFGRID3
* xyz 0 1
N -0.05630 -0.91797 -0.31746
O -0.65734 1.67941 0.05687
P 0.06272 0.48746 0.05790
H 1.44267 0.30456 0.62335
H -0.79176 -1.55345 -0.42067
*
```

Taking the most stable structure as the zero point, the relative energies in hartree are *1* 0.0557; *2* 0.0000.